(1)
DFT (the ωB97M-V functional and the def2-TZVPD basis) results for a 3-piece molecular cluster, C19H38F3N2O3 overall in a non-equilibrium geometry.

```
65
Properties=species:S:1:pos:R:3
C 2.359 -0.539 3.052
O 3.490 -0.012 2.422
C 3.458 1.405 2.314
C 2.521 1.848 1.188
C 1.816 3.200 1.400
C 1.151 3.354 2.802
C -0.245 4.003 2.698
C -1.435 3.128 3.167
C -1.237 1.626 2.994
N -1.228 1.193 1.552
C -1.974 2.162 0.686
C -2.335 1.479 -0.618
F -1.263 0.844 -1.046
F -3.275 0.588 -0.464
F -2.717 2.358 -1.467
C -3.166 2.664 1.486
N -2.649 3.615 2.455
H 2.575 -1.554 3.357
H 1.518 -0.605 2.338
H 2.015 0.075 3.888
H 3.189 1.805 3.294
H 4.456 1.751 2.079
H 3.107 1.914 0.278
H 1.750 1.108 0.969
H 1.005 3.236 0.675
H 2.464 4.043 1.214
H 1.786 4.045 3.343
H 1.176 2.427 3.366
H -0.453 4.375 1.705
H -0.253 4.889 3.323
H -1.590 3.300 4.226
H -2.091 1.128 3.438
H -0.370 1.222 3.496
H -0.286 0.969 1.212
H -1.743 0.308 1.505
H -1.292 2.967 0.449
H -3.734 1.841 1.926
H -3.818 3.181 0.786
H -3.345 3.916 3.124
C 1.036 -1.452 -3.305
C 2.373 -2.174 -3.411
C 3.356 -1.016 -3.332
O 2.735 -0.009 -2.517
C 1.363 -0.336 -2.326
H 0.218 -2.089 -2.968
H 0.763 -1.030 -4.275
H 2.505 -2.840 -2.555
H 2.483 -2.764 -4.319
H 3.545 -0.584 -4.320
H 4.311 -1.300 -2.890
H 1.234 -0.671 -1.285
H 0.753 0.556 -2.482
C -2.469 -4.759 -1.710
C -2.957 -4.910 -3.144
C -1.700 -4.580 -3.935
O -0.587 -4.993 -3.132
C -1.047 -5.291 -1.809
H -3.072 -5.298 -0.981
H -2.456 -3.701 -1.430
H -3.256 -5.943 -3.329
H -3.797 -4.263 -3.393
H -1.613 -3.501 -4.109
H -1.664 -5.090 -4.897
H -1.020 -6.377 -1.675
H -0.373 -4.835 -1.082
```

Its LUMO energy is -3.03 eV. The calculation puts the energy above the lowest of the compared OMol25 structures with the same formula, charge and spin at 0.000 eV. Its spin multiplicity is 1. The total charge is +1.

***

(2)
DFT (the ωB97M-V functional and the def2-TZVPD basis) results for a 6-piece molecular cluster, C19H38N3O25S5 overall in a non-equilibrium geometry.

```
90
Properties=species:S:1:pos:R:3
C 0.001 -2.522 -0.089
C -1.290 -2.183 0.142
N -2.264 -1.940 -0.884
C -2.900 -3.232 -1.204
N -2.896 -3.486 -2.670
C -3.223 -0.904 -0.469
N -3.903 -1.188 0.793
C -4.214 -0.476 -1.643
O -5.597 -0.683 -1.338
C -6.151 -1.807 -1.978
O -7.558 -1.742 -2.075
C -8.141 -1.019 -0.995
C -7.920 -1.654 0.423
O -7.772 -0.597 1.368
C -2.356 0.412 -0.199
O -2.579 1.124 0.809
O -1.427 0.730 -1.006
H 0.678 -1.972 -0.764
H 0.389 -3.378 0.499
H -1.608 -2.120 1.208
H -3.900 -3.383 -0.736
H -2.240 -4.019 -0.774
H -3.729 -3.054 -3.077
H -3.089 -4.490 -2.759
H -4.514 -2.001 0.732
H -4.473 -0.406 1.102
H -3.896 -0.948 -2.600
H -4.100 0.619 -1.805
H -5.738 -1.978 -2.999
H -5.895 -2.715 -1.364
H -9.242 -1.046 -1.172
H -7.880 0.063 -1.006
H -7.061 -2.357 0.474
H -8.820 -2.230 0.736
H -7.222 0.113 1.008
C 0.763 0.541 2.297
C 1.660 1.656 1.809
O 2.944 1.373 2.392
S 3.125 -0.228 2.518
O 3.881 -0.679 1.400
O 3.483 -0.544 3.853
O 1.593 -0.634 2.283
H 0.435 0.714 3.324
H -0.109 0.403 1.656
H 1.307 2.638 2.114
H 1.768 1.631 0.722
C -4.321 4.103 -1.842
C -4.841 4.941 -2.993
O -6.075 4.318 -3.370
S -6.766 3.681 -2.061
O -7.740 4.594 -1.574
O -7.060 2.322 -2.329
O -5.487 3.747 -1.091
H -3.851 3.184 -2.198
H -3.617 4.647 -1.217
H -4.151 4.967 -3.833
H -5.062 5.963 -2.672
C 3.874 -5.848 4.355
C 2.499 -5.744 3.724
O 2.278 -4.344 3.553
S 3.688 -3.611 3.261
O 3.827 -3.451 1.860
O 3.830 -2.535 4.175
O 4.653 -4.833 3.723
H 3.836 -5.632 5.426
H 4.327 -6.826 4.199
H 1.721 -6.180 4.347
H 2.480 -6.213 2.737
C 6.883 0.228 -1.249
C 6.756 0.033 0.243
O 8.110 -0.119 0.708
S 9.084 0.764 -0.214
O 9.332 2.003 0.440
O 10.134 -0.068 -0.684
O 8.057 1.037 -1.420
H 7.047 -0.722 -1.764
H 6.013 0.723 -1.673
H 6.159 -0.838 0.500
H 6.330 0.917 0.722
C 7.378 4.979 -0.613
C 6.785 5.658 -1.832
O 5.639 4.872 -2.167
S 5.000 4.264 -0.816
O 3.924 5.094 -0.413
O 4.868 2.863 -0.979
O 6.250 4.552 0.157
H 7.955 4.094 -0.892
H 8.005 5.649 -0.030
H 7.481 5.696 -2.666
H 6.445 6.670 -1.596
```

Its LUMO energy is 1.88 eV. Its spin multiplicity is 1. The total charge is -1.

***

(3)
DFT (the ωB97M-V functional and the def2-TZVPD basis) results for the molecule C19H38NO2 in a non-equilibrium geometry.

```
60
Properties=species:S:1:pos:R:3
C -3.256 -1.674 4.766
O -3.400 -2.628 3.730
C -2.212 -3.315 3.380
C -2.085 -3.414 1.881
C -0.931 -4.338 1.461
C 0.382 -3.582 1.174
C 0.889 -3.799 -0.269
C 0.303 -2.756 -1.224
C 1.217 -1.539 -1.427
C 0.928 -0.891 -2.772
C 1.672 0.415 -3.047
C 1.174 1.661 -2.273
C 2.043 1.836 -1.014
C 1.587 2.919 -0.025
C 2.241 2.607 1.335
C 2.101 4.302 -0.427
N 0.099 2.907 0.177
O -0.262 2.044 1.066
C -0.706 2.810 -1.063
C -0.668 4.114 -1.880
C -2.173 2.621 -0.649
C -0.302 1.591 -1.891
H -4.189 -1.627 5.320
H -2.468 -1.946 5.462
H -3.053 -0.684 4.357
H -1.330 -2.819 3.783
H -2.257 -4.332 3.779
H -1.886 -2.429 1.463
H -3.029 -3.751 1.466
H -1.235 -4.886 0.578
H -0.734 -5.041 2.268
H 1.147 -3.872 1.888
H 0.197 -2.517 1.281
H 1.976 -3.810 -0.298
H 0.567 -4.793 -0.566
H -0.639 -2.421 -0.797
H 0.079 -3.205 -2.190
H 2.241 -1.902 -1.426
H 1.022 -0.866 -0.600
H -0.143 -0.798 -2.922
H 1.260 -1.604 -3.525
H 1.640 0.594 -4.117
H 2.715 0.262 -2.774
H 1.379 2.524 -2.896
H 3.030 2.137 -1.359
H 2.188 0.910 -0.472
H 1.804 3.190 2.135
H 3.280 2.914 1.251
H 2.253 1.549 1.551
H 1.852 4.528 -1.460
H 1.593 5.048 0.177
H 3.172 4.350 -0.305
H 0.009 4.061 -2.721
H -0.375 4.914 -1.210
H -1.658 4.363 -2.232
H -2.542 3.470 -0.084
H -2.746 2.590 -1.572
H -2.340 1.679 -0.146
H -0.896 1.618 -2.798
H -0.521 0.709 -1.301
```

Its LUMO energy (spin up / spin down) is 0.83 / 0.38 eV. Its spin multiplicity is 2.